# 1
ORCA calculation (ωB97M-V with the def2-TZVPD basis set) on 11 unconnected molecules or ions with the total composition C13H51B2N2O15P2S in a non-equilibrium geometry.

XYZ file:
```
86
Properties=species:S:1:pos:R:3:forces:R:3
C 3.642 0.727 0.298 -0.4 -0.4 0.7
C 3.634 -0.516 1.188 1.1 0.2 -0.1
O 2.898 -1.601 0.575 -0.4 0.6 -0.3
B 1.644 -1.809 0.970 0.3 -0.8 0.2
O 1.210 -1.822 2.261 -0.1 0.9 -0.4
P 0.338 -2.096 -0.491 0.1 0.5 -0.2
N 0.576 -3.528 -1.390 1.2 0.0 1.0
C 1.748 -3.857 -1.623 -1.6 0.6 -1.1
S 3.107 -4.162 -2.264 0.7 -0.5 0.3
B 0.488 -0.504 -1.606 0.3 0.1 0.4
N 0.103 0.700 -0.951 0.2 -0.2 -0.4
O 0.937 -0.641 -2.855 -0.5 -0.3 -0.2
P -1.786 -2.150 0.326 -0.7 -1.5 0.4
O -2.582 -1.341 -0.829 0.4 0.3 0.0
O -1.744 -1.060 1.511 0.4 0.2 -0.7
H 4.639 1.134 0.270 0.3 0.2 -0.2
H 3.313 0.467 -0.698 0.0 0.1 -0.4
H 3.007 1.489 0.735 -0.3 0.3 -0.2
H 4.655 -0.848 1.289 0.2 -0.4 0.1
H 3.288 -0.286 2.187 -0.4 -0.2 0.2
H 0.657 -1.036 2.380 -0.6 -0.3 0.6
H -0.046 1.460 -1.611 0.2 0.2 0.1
H 0.741 0.987 -0.224 -0.3 0.2 0.4
H 0.921 0.235 -3.259 0.1 0.4 -0.7
H -2.468 -1.767 -1.687 -0.4 0.0 -0.3
H -2.468 -0.417 1.366 -0.3 0.3 0.5
C 3.384 -2.891 4.566 -0.3 -0.2 0.2
O 3.036 -2.918 5.950 0.2 0.3 -0.1
H 4.247 -2.240 4.450 0.0 0.0 0.1
H 3.644 -3.895 4.218 0.1 0.1 -0.1
H 2.555 -2.501 3.974 0.1 0.0 -0.1
H 2.275 -3.493 6.052 0.0 -0.1 0.1
C 1.483 0.366 7.432 0.2 -0.1 -0.1
O 2.574 0.511 6.527 -0.2 0.1 -0.1
H 1.193 1.359 7.764 0.0 0.0 0.0
H 0.628 -0.109 6.942 -0.1 0.0 0.1
H 1.776 -0.228 8.301 -0.1 0.0 0.0
H 2.824 -0.372 6.240 0.1 -0.2 0.1
C -0.677 3.293 -3.788 -0.1 0.1 0.0
O 0.291 2.238 -3.720 0.1 -0.4 0.1
H -1.667 2.877 -3.622 0.1 -0.2 -0.1
H -0.462 4.032 -3.022 -0.1 0.1 -0.1
H -0.652 3.764 -4.771 -0.1 0.0 0.0
H 1.151 2.644 -3.870 0.0 0.2 0.1
C -0.409 0.652 -6.918 0.0 -0.1 0.3
O -1.320 0.124 -5.956 -0.1 0.1 -0.1
H -0.979 0.989 -7.779 -0.1 0.0 0.0
H 0.138 1.501 -6.499 0.1 0.0 -0.1
H 0.296 -0.119 -7.236 0.1 0.1 -0.1
H -0.798 -0.168 -5.206 0.1 0.0 0.1
C 2.878 -2.912 -6.308 0.0 0.0 0.3
O 2.651 -2.032 -5.207 0.0 0.0 -0.2
H 2.854 -2.317 -7.217 0.0 0.0 0.0
H 3.855 -3.395 -6.228 0.0 0.0 -0.1
H 2.098 -3.675 -6.365 0.0 0.0 -0.1
H 2.673 -2.558 -4.402 0.0 0.1 0.0
C 1.589 4.894 -1.108 0.2 -0.1 -0.2
O 1.696 4.742 -2.521 0.0 -0.1 0.0
H 0.547 4.758 -0.826 0.0 0.0 -0.1
H 2.202 4.144 -0.602 0.0 0.1 0.1
H 1.911 5.894 -0.810 -0.1 0.0 0.1
H 2.621 4.867 -2.751 0.1 0.0 0.0
C -4.170 -2.958 4.228 0.2 0.0 -0.1
O -3.935 -3.023 2.816 -0.5 -0.2 0.1
H -5.242 -3.019 4.388 0.0 0.0 -0.1
H -3.685 -3.795 4.734 0.0 0.0 0.0
H -3.800 -2.016 4.635 -0.1 0.0 0.0
H -2.998 -2.935 2.661 0.4 -0.1 0.1
C 5.089 4.964 0.095 0.1 0.1 -0.3
O 4.882 4.209 -1.103 -0.2 0.0 0.1
H 4.541 4.484 0.902 0.0 -0.1 0.0
H 6.149 4.995 0.355 0.0 0.0 0.1
H 4.718 5.983 -0.033 0.0 0.0 0.2
H 5.374 4.645 -1.802 0.1 -0.1 -0.1
C -5.745 0.093 1.833 0.3 -0.1 0.0
O -4.442 -0.426 2.127 0.2 0.1 -0.3
H -5.682 1.179 1.829 0.1 0.0 0.0
H -6.084 -0.251 0.858 -0.1 0.0 0.0
H -6.459 -0.222 2.594 -0.1 0.0 -0.1
H -4.494 -1.398 2.133 0.0 0.1 0.3
C -9.681 -0.751 0.808 0.1 -0.2 0.0
O -8.393 -1.299 1.094 -0.2 0.1 0.0
H -9.587 0.331 0.810 0.0 0.0 0.0
H -10.032 -1.076 -0.174 -0.1 0.1 0.0
H -10.407 -1.046 1.568 -0.1 0.1 0.0
H -8.479 -2.255 1.091 0.0 -0.1 0.0
```
Positions in Å, forces in eV/Å.

## Properties
HOMO level (eV): -11.873
Charge: +1
Frontier orbital gap (eV): 8.4

Electronic structure analysis, Mulliken charges in units of e: -1.021 -0.085 -0.555 0.685 -0.438 0.135 -0.417 0.572 -0.317 0.686 -0.282 -0.279 0.227 -0.491 -0.284 0.435 0.120 0.278 0.346 0.226 0.277 0.187 0.127 0.128 0.337 0.319 -0.344 -0.537 0.264 0.371 0.048 0.299 -0.486 -0.505 0.246 0.203 0.243 0.276 -0.703 -0.288 0.315 0.169 0.292 0.234 -0.414 -0.487 0.269 0.164 0.182 0.275 -0.662 -0.310 0.221 0.310 0.289 0.139 -0.328 -0.486 0.304 -0.076 0.309 0.272 -0.661 -0.534 0.253 0.319 0.281 0.252 -0.639 -0.467 0.233 0.331 0.298 0.272 -0.651 -0.438 0.325 0.262 0.228 0.335 -0.551 -0.427 0.217 0.259 0.260 0.261

# 2
ORCA calculation (ωB97M-V with the def2-TZVPD basis set) on a molecular structure, C32H26BrF4IN3NaO.

XYZ file:
```
69
Properties=species:S:1:pos:R:3:forces:R:3
Na 0.228 -0.047 -0.101 -0.2 0.0 0.0
Br -2.659 0.492 1.545 0.0 0.0 0.0
C -1.979 0.250 3.312 0.0 0.0 0.0
C -2.805 0.611 4.339 0.0 0.0 0.0
C -2.362 0.458 5.670 0.0 0.0 0.0
C -1.120 -0.051 5.914 0.0 0.0 0.0
C -0.259 -0.422 4.850 0.0 0.0 0.0
C 1.033 -0.931 5.120 0.0 0.0 0.0
C 1.848 -1.274 4.079 0.0 0.0 0.0
C 1.410 -1.112 2.744 0.0 0.0 0.0
C 0.173 -0.607 2.371 0.1 0.1 0.0
C -0.666 -0.274 3.487 0.0 0.0 0.0
H -3.789 1.010 4.129 0.0 0.0 0.0
H -3.014 0.746 6.486 0.0 0.0 0.0
H -0.764 -0.170 6.933 0.0 0.0 0.0
H 1.356 -1.029 6.151 0.0 0.0 0.0
H 2.844 -1.660 4.281 0.0 0.0 0.0
H 2.122 -1.404 1.970 0.0 0.0 0.0
C 0.510 0.998 -3.592 0.0 0.1 0.0
C -0.871 1.112 -3.050 0.2 0.0 0.1
N -1.198 1.750 -1.951 -0.2 0.1 0.0
C -2.564 1.607 -1.830 0.0 -0.1 0.0
C -3.054 0.869 -2.862 -0.1 0.0 0.0
N -1.963 0.575 -3.645 0.0 0.1 -0.1
H 1.214 1.098 -2.767 0.0 0.0 0.0
H 0.710 1.791 -4.318 0.0 0.0 0.0
H 0.660 0.025 -4.057 0.0 0.0 0.0
H -3.103 2.019 -0.992 0.0 0.0 0.0
H -4.041 0.508 -3.089 0.0 0.0 0.0
H -1.936 -0.088 -4.400 0.0 -0.1 0.1
F 2.007 3.292 6.005 0.0 0.0 0.0
C 1.585 3.379 4.716 0.0 0.0 0.0
C 2.493 3.740 3.736 0.0 0.0 0.0
C 2.052 3.823 2.431 0.0 0.0 0.0
C 0.707 3.540 2.085 0.0 0.0 0.0
C 0.265 3.567 0.753 0.0 0.0 0.0
C -0.176 3.181 3.133 0.0 0.0 0.0
C 0.257 3.096 4.439 0.0 0.0 0.0
H 3.532 3.929 3.977 0.0 0.0 0.0
H 2.765 4.084 1.658 0.0 0.0 0.0
H 0.949 3.764 -0.059 0.0 0.0 0.0
H -0.749 3.289 0.499 0.0 0.0 0.0
H -1.201 2.933 2.890 0.0 0.0 0.0
H -0.407 2.781 5.233 0.0 0.0 0.0
N 3.699 1.197 1.362 -0.1 0.0 0.0
C 3.283 1.474 0.104 -0.1 0.1 0.2
O 2.140 1.201 -0.289 0.1 -0.1 -0.2
C 4.252 2.107 -0.768 0.0 0.0 0.0
I 6.351 3.768 2.079 0.0 0.0 0.0
H 2.979 0.900 2.007 0.0 0.0 0.0
H 4.494 1.710 1.735 0.0 0.0 0.0
H 3.919 2.387 -1.756 0.0 0.0 0.0
H 5.247 2.349 -0.420 0.0 0.0 0.0
F -2.299 -5.550 -8.169 0.0 0.0 0.0
C -2.384 -6.101 -6.931 0.0 0.0 0.0
F -3.655 -6.530 -6.798 0.0 0.0 0.0
F -1.611 -7.215 -6.988 0.0 0.0 0.0
C -1.966 -5.163 -5.854 0.0 0.0 0.0
C -2.838 -4.785 -4.840 0.0 0.0 0.0
C -2.420 -3.912 -3.853 0.0 0.0 0.0
C -1.117 -3.383 -3.842 0.0 0.0 0.0
C -0.252 -3.785 -4.881 0.0 0.0 0.0
C -0.668 -4.656 -5.866 0.0 0.0 0.0
C -0.695 -2.474 -2.838 0.1 0.0 -0.1
C -0.330 -1.642 -2.002 0.0 -0.1 0.1
H -3.846 -5.179 -4.822 0.0 0.0 0.0
H -3.095 -3.620 -3.059 0.0 0.0 0.0
H 0.758 -3.396 -4.886 0.0 0.0 0.0
H 0.016 -4.951 -6.653 0.0 0.0 0.0
```
Positions in Å, forces in eV/Å.

## Properties
HOMO level (alpha / beta) (eV): -2.384 / -2.372
Energy relative to the best compared isomer or geometry (same formula, charge and spin) (kJ/mol): 37.5
Charge: -2
Frontier orbital gap (alpha / beta) (eV): 5.9 / 5.9

Electronic structure analysis, Mulliken charges in units of e: 0.821 -0.106 0.131 -0.534 -0.467 -0.932 1.237 -0.955 -0.723 -0.768 -0.853 1.066 0.393 0.345 0.280 0.292 0.353 0.486 -0.715 0.176 -0.247 -0.442 -0.749 0.049 -0.022 0.364 0.227 0.607 0.410 0.282 -0.389 0.592 -0.652 -0.618 1.279 -1.539 -0.319 -0.540 0.345 0.396 0.293 0.314 0.399 0.419 -0.233 0.715 -0.272 -1.048 -0.836 0.129 0.020 0.291 0.228 -0.270 0.866 -0.296 -0.270 0.408 -0.462 -0.608 0.000 -0.655 -0.686 -0.525 -0.121 0.406 0.467 0.427 0.340

# 3
ORCA calculation (ωB97M-V with the def2-TZVPD basis set) on a molecular structure, C26H49IN4O8P2SSe2Ti in a non-equilibrium geometry.

XYZ file:
```
94
Properties=species:S:1:pos:R:3:forces:R:3
Ti 0.552 1.627 1.389 -0.5 -1.6 1.8
N 1.493 5.963 1.553 0.1 0.1 0.0
C 1.515 4.590 1.549 -0.1 -0.2 0.3
S 0.736 3.747 2.827 -0.1 -0.1 -0.4
N 2.160 4.009 0.576 0.2 0.3 -0.3
N 2.079 2.646 0.617 0.9 0.4 -0.8
C 3.074 2.048 0.002 0.1 0.6 0.0
C 3.161 0.642 -0.034 0.0 -0.6 0.2
C 4.265 -0.024 -0.607 0.0 0.1 0.2
C 4.332 -1.390 -0.551 -0.1 -0.1 0.0
C 3.302 -2.092 0.091 0.1 0.1 -0.1
C 2.257 -1.369 0.630 -0.1 -0.2 0.2
N 2.150 -0.045 0.550 0.2 0.9 -0.2
H 0.715 6.349 2.061 0.0 0.0 0.0
H 1.663 6.381 0.652 0.0 0.0 0.0
H 3.854 2.662 -0.433 0.0 0.0 0.0
H 5.054 0.566 -1.056 0.0 0.0 0.0
H 5.178 -1.921 -0.971 0.0 0.0 0.0
H 3.343 -3.167 0.201 0.0 0.0 0.0
H 1.463 -1.872 1.170 0.0 0.0 0.0
O -0.167 -1.457 3.981 0.0 0.0 -0.1
C 0.032 -0.926 5.265 0.0 0.1 0.2
C 0.060 0.612 5.460 -0.1 0.0 -0.2
C -0.040 0.752 6.992 0.0 0.1 0.0
O 0.075 2.083 7.476 0.0 0.0 0.1
C -1.118 1.396 4.859 0.0 -0.2 -0.3
Se -1.545 1.313 2.928 0.0 -0.1 0.1
C 1.399 1.247 5.047 0.2 -0.1 -0.2
Se 2.218 0.704 3.339 -0.5 -0.3 0.1
H 0.493 -1.027 3.408 0.0 0.1 0.0
H 0.978 -1.308 5.680 0.0 0.0 0.1
H -0.787 -1.326 5.874 0.0 0.0 0.0
H 0.735 0.117 7.448 0.0 0.0 0.0
H -1.015 0.399 7.335 0.0 0.0 0.0
H 0.815 2.499 7.021 0.0 0.0 0.0
H -0.964 2.455 5.062 0.0 0.0 0.2
H -2.043 1.089 5.351 0.0 0.0 0.0
H 2.157 1.026 5.805 0.0 0.0 0.0
H 1.288 2.331 4.968 0.0 0.0 0.1
C -3.987 0.618 -0.174 0.2 -0.1 -0.1
C -3.467 -0.715 0.315 -0.3 0.1 0.2
C -4.569 -1.736 0.507 0.1 0.0 0.0
O -2.519 -1.253 -0.683 0.2 0.0 0.1
P -0.987 -1.331 -0.289 -0.2 -0.4 -0.2
O -0.523 -0.274 0.613 0.1 0.2 -0.3
C -0.151 -1.415 -1.906 -0.1 0.5 0.4
P 0.196 0.236 -2.592 0.0 -0.2 -0.4
O 0.888 1.112 -1.658 -0.2 0.1 -0.2
O -1.173 0.808 -3.139 0.0 -0.2 0.2
C -1.875 0.227 -4.264 -0.1 0.0 -0.2
C -1.831 1.235 -5.396 0.1 -0.1 0.1
C -3.293 -0.111 -3.844 0.1 0.1 0.1
O 0.962 -0.087 -3.960 -0.2 0.2 0.0
C 2.381 -0.311 -4.097 0.3 -0.1 -0.1
C 2.613 -0.534 -5.581 -0.1 0.0 0.1
C 3.213 0.844 -3.568 -0.2 0.0 0.0
O -0.748 -2.737 0.405 0.0 0.2 0.0
C -0.890 -4.085 -0.075 0.0 -0.2 -0.1
C -2.158 -4.310 -0.884 0.1 0.1 0.1
C 0.352 -4.535 -0.834 0.0 0.1 0.1
H -4.476 1.133 0.652 0.0 0.0 0.0
H -4.691 0.486 -1.001 0.0 0.0 0.0
H -3.163 1.247 -0.507 0.0 0.1 0.0
H -2.935 -0.565 1.258 0.1 0.0 0.0
H -5.061 -1.958 -0.444 0.0 0.0 0.0
H -5.305 -1.323 1.196 0.0 0.0 0.0
H -4.179 -2.660 0.935 0.0 0.0 0.0
H -0.722 -2.020 -2.610 0.0 -0.1 0.0
H 0.822 -1.870 -1.705 0.0 -0.1 -0.1
H -1.352 -0.680 -4.578 0.0 0.0 0.1
H -2.311 2.162 -5.080 0.0 0.0 0.0
H -2.358 0.841 -6.267 0.0 0.0 0.0
H -0.798 1.450 -5.669 0.0 0.0 0.0
H -3.849 0.806 -3.639 0.0 0.0 0.0
H -3.293 -0.717 -2.941 0.0 -0.1 0.0
H -3.791 -0.655 -4.648 0.0 0.0 0.0
H 2.633 -1.228 -3.550 0.0 0.0 0.1
H 2.389 0.383 -6.128 0.0 0.0 0.0
H 1.971 -1.329 -5.960 0.0 0.0 0.0
H 3.655 -0.802 -5.755 0.0 0.0 0.0
H 2.943 1.766 -4.084 0.0 0.0 -0.1
H 4.269 0.629 -3.744 0.0 0.0 0.0
H 3.055 0.995 -2.503 0.0 0.0 -0.2
H -0.953 -4.660 0.850 0.0 0.0 0.0
H -2.156 -3.704 -1.791 0.0 0.0 0.0
H -3.042 -4.045 -0.307 0.0 0.0 0.0
H -2.218 -5.361 -1.168 0.0 0.0 0.0
H 0.337 -4.188 -1.868 0.0 0.0 0.0
H 0.398 -5.624 -0.844 0.0 0.0 0.0
H 1.251 -4.151 -0.351 0.0 0.0 0.0
I -2.130 4.363 0.743 0.0 0.0 -0.1
C -0.736 2.828 0.129 -0.2 0.2 -0.3
H -1.391 2.128 -0.395 0.1 0.0 -0.1
H -0.161 3.345 -0.640 0.0 0.0 0.0
```
Positions in Å, forces in eV/Å.

## Properties
HOMO level (alpha / beta) (eV): -3.194 / -3.303
Charge: -1
Expectation value of S²: 0.78
Spin multiplicity: 2
Frontier orbital gap (alpha / beta) (eV): 5.1 / 5.2

Electronic structure analysis, Mulliken charges in units of e: 0.572 -0.513 0.438 -0.582 -1.711 1.894 -1.049 0.693 -0.584 -0.872 -0.959 -0.898 1.025 0.262 0.246 0.263 0.584 0.392 0.460 0.471 -0.366 -1.290 2.344 -1.352 -0.560 -1.288 -0.312 -1.567 -0.398 -0.125 0.321 0.310 0.450 0.455 0.374 0.477 0.500 0.416 0.390 -1.042 1.430 -1.677 0.126 -0.897 1.246 0.139 -0.509 -0.086 -0.254 0.865 -1.606 -1.193 -0.338 0.868 -1.701 -0.998 -0.465 0.377 -1.075 -1.028 0.425 0.359 -0.005 -0.342 0.298 0.451 0.347 0.735 0.195 0.288 0.333 0.406 0.309 0.333 0.062 0.470 0.095 0.354 0.409 0.422 0.334 0.461 -0.069 0.458 0.175 0.121 0.510 0.178 0.538 0.043 -0.192 -0.517 -0.616 0.538

# 4
ORCA calculation (ωB97M-V with the def2-TZVPD basis set) on a molecular structure, C32H24I2IrN6O4S in a non-equilibrium geometry.

XYZ file:
```
70
Properties=species:S:1:pos:R:3:forces:R:3
Ir 0.068 0.635 0.250 -1.1 -1.1 1.0
I -3.022 -2.432 -6.310 0.1 0.2 0.2
C -2.075 -1.356 -4.834 -0.1 -0.1 -0.3
C -1.251 -0.273 -5.172 0.0 0.0 0.2
C -0.597 0.391 -4.172 0.5 0.3 0.1
I 0.680 1.971 -4.579 -0.1 -0.1 -0.1
C -0.734 0.005 -2.778 -0.2 -0.1 -0.4
O -0.050 0.591 -1.904 0.3 1.6 0.6
C -1.641 -1.060 -2.471 -0.1 0.0 0.1
C -1.990 -1.348 -1.047 -0.2 0.1 -0.1
N -0.852 -1.391 -0.091 1.2 1.3 -0.3
C -1.326 -1.936 1.190 -0.4 -0.1 0.2
C -0.547 -1.440 2.351 0.1 -0.3 0.0
C -0.628 -2.051 3.590 0.1 0.1 0.1
C 0.000 -1.459 4.672 -0.1 0.0 0.0
C 0.702 -0.275 4.482 0.0 -0.1 0.0
C 0.776 0.251 3.212 0.1 0.0 0.1
N 0.164 -0.334 2.167 0.7 2.2 -0.4
C -2.270 -1.721 -3.481 -0.1 -0.1 0.0
H -1.125 0.028 -6.203 0.0 0.0 0.0
H -2.523 -2.301 -1.011 0.1 0.0 0.1
H -2.674 -0.569 -0.695 0.0 -0.1 0.1
H -0.114 -1.979 -0.473 -0.1 -0.1 0.0
H -1.344 -3.027 1.180 -0.1 0.0 -0.1
H -2.351 -1.583 1.342 0.0 -0.1 -0.1
H -1.195 -2.964 3.705 0.0 0.0 0.0
H -0.066 -1.910 5.653 0.0 0.0 0.0
H 1.188 0.227 5.306 0.0 0.0 0.0
H 1.328 1.158 3.008 0.0 0.0 -0.1
H -2.948 -2.534 -3.254 0.0 0.0 0.0
O -3.886 1.060 0.076 -0.1 0.2 0.0
S -3.284 1.530 1.290 -0.1 -0.1 0.0
O -3.550 0.812 2.496 0.0 0.1 0.1
N -1.636 1.573 1.051 -0.4 -1.3 -0.6
C -1.136 2.787 1.021 0.0 0.5 0.3
O 0.095 2.885 0.746 0.2 -1.3 -0.4
C -2.117 3.843 1.295 0.0 0.2 0.0
C -1.913 5.208 1.365 0.0 0.0 0.0
C -3.012 6.018 1.627 -0.1 0.0 0.0
C -4.273 5.465 1.818 0.0 0.0 0.0
C -4.480 4.089 1.753 -0.1 -0.2 0.1
C -3.387 3.299 1.483 0.3 -0.1 -0.1
H -0.923 5.618 1.216 0.0 0.0 0.0
H -2.887 7.090 1.688 0.0 0.0 0.0
H -5.117 6.111 2.020 0.0 0.0 0.0
H -5.460 3.660 1.914 0.0 0.0 0.0
N 6.745 3.339 -0.589 -0.2 0.1 -0.1
C 8.105 3.297 -0.393 0.1 -0.2 0.3
C 9.112 4.247 -0.552 -0.1 0.1 -0.1
C 10.383 3.865 -0.189 -0.1 0.0 0.0
C 10.654 2.581 0.325 0.1 -0.1 -0.1
C 9.661 1.646 0.486 0.0 -0.1 0.0
C 8.354 2.025 0.157 0.0 0.3 -0.1
N 7.170 1.347 0.312 -0.1 -0.3 -0.1
C 6.240 2.141 -0.150 0.3 0.1 0.1
C 4.834 1.773 -0.146 -0.1 0.1 0.0
C 4.463 0.568 0.463 0.0 0.1 0.0
C 3.140 0.214 0.501 0.2 0.0 0.0
N 2.175 0.981 -0.040 -0.6 -1.4 0.0
C 2.517 2.125 -0.641 -0.1 0.1 -0.2
C 3.824 2.555 -0.708 0.0 -0.1 0.1
H 6.234 4.106 -0.988 0.0 0.0 0.0
H 8.904 5.248 -0.907 0.0 0.0 -0.1
H 11.195 4.571 -0.298 0.0 0.0 0.0
H 11.673 2.327 0.582 0.0 0.0 0.0
H 9.866 0.644 0.836 0.0 0.0 0.1
H 5.225 -0.060 0.902 0.0 0.0 0.0
H 2.831 -0.710 0.970 -0.1 0.0 0.0
H 1.716 2.708 -1.071 0.0 0.0 0.0
H 4.030 3.493 -1.204 0.0 0.0 0.0
```
Positions in Å, forces in eV/Å.

## Properties
HOMO level (alpha / beta) (eV): -12.266 / -12.266
Energy relative to the best compared isomer or geometry (same formula, charge and spin) (kJ/mol): 159.5
Charge: +2
Expectation value of S²: 0.78
Spin multiplicity: 2
Frontier orbital gap (alpha / beta) (eV): 6.0 / 4.2

Electronic structure analysis, Mulliken charges in units of e: 2.821 0.291 -0.397 -0.269 -0.571 0.175 0.510 -0.485 0.364 -0.541 -0.805 -0.899 0.587 -0.943 -0.377 -0.876 -0.201 -0.007 -0.609 0.405 0.516 0.146 0.366 0.663 0.339 0.513 0.454 0.453 0.515 0.471 -0.718 0.935 -0.627 -0.232 0.809 -0.771 -0.158 -0.503 -0.623 -0.567 -0.603 0.262 0.525 0.426 0.427 0.496 0.006 0.664 -0.951 -0.436 -0.473 -0.766 0.620 -0.586 -0.091 1.075 -0.815 -0.347 -0.113 -0.381 -0.924 0.174 0.380 0.395 0.391 0.435 0.560 0.542 0.610 0.342